Arrangement w

Computed, not measured: a single CH2N2P2 molecule, with wB97M-V/def2-TZVPD.

The orbital gap is 8.029 eV. As for the structure (SMILES): [H]/P=N/PC#N. The LUMO energy is -1.44 eV. The spin multiplicity is 1. Its HOMO energy is -0.3478 Eh.

Geometry as XYZ:
```
7
Properties=species:S:1:pos:R:3:nbo_charge:R:1
C -1.57036 -0.10676 -0.39783 -0.03
N -1.84323 -1.18573 -0.66003 -0.37
N 0.93471 0.31387 0.36719 -1.17
P 1.70413 -0.32694 -0.86602 0.89
P -0.40129 1.41295 0.12636 0.76
H 2.24808 -1.26643 0.03331 -0.07
H -1.07204 1.15905 1.39702 -0.01
```

=====

Arrangement x

Computed, not measured: a single CH2N2P2 molecule, with wB97M-V/def2-TZVPD.

The orbital gap is 6.706 eV. The LUMO energy is -0.68 eV. The spin multiplicity is 1. Its HOMO energy is -0.2716 Eh.

Geometry as XYZ:
```
7
Properties=species:S:1:pos:R:3:nbo_charge:R:1
C 0.72325 0.48350 0.02620 -0.21
N 0.76050 -0.78238 -0.04944 -0.67
N -1.79576 0.18017 -0.02247 -1.17
P -0.80915 1.43901 0.01295 0.63
P -2.18908 -1.27682 0.03860 0.89
H 1.60380 1.12904 0.08100 0.18
H 1.70644 -1.17251 -0.08684 0.35
```

=====

Which structure loses on stability? arrangement w does.

=====

Arrangement w

Computed, not measured: 3 unconnected molecules or ions with the total composition C5H16O3, with wB97M-V/def2-TZVPD.

The orbital gap is 10.157 eV. As for the structure (SMILES): CC(C)CCO.O.O. The LUMO energy is 0.31 eV. The spin multiplicity is 1. Its HOMO energy is -0.3619 Eh.

Geometry as XYZ:
```
24
Properties=species:S:1:pos:R:3:nbo_charge:R:1
C -1.83518 0.94650 -1.09475 -0.07
O -1.30714 2.01519 -0.37109 -0.74
C -1.09843 -0.41484 -1.47653 -0.44
C 0.21789 -0.64640 -0.61412 -0.20
C 0.94869 -1.76920 -1.27672 -0.62
C -0.29783 -1.10732 0.84644 -0.61
H -2.22756 1.42601 -1.99136 0.18
H -2.62785 0.76690 -0.38454 0.16
H -0.69199 1.60702 0.36861 0.46
H -0.79101 -0.37008 -2.52749 0.21
H -1.82478 -1.13060 -1.13214 0.22
H 0.80707 0.41296 -0.53187 0.18
H 1.04961 -1.85342 -2.33485 0.22
H 1.88961 -1.77808 -0.81433 0.20
H 0.34048 -2.64700 -0.96756 0.20
H -0.75337 -2.01540 0.79230 0.20
H -1.00214 -0.29520 1.23804 0.21
H 0.48615 -1.05876 1.57172 0.22
H 0.76170 2.37893 2.45846 0.46
H -0.50225 2.47599 2.22122 0.46
O 0.04027 1.71680 2.64748 -0.91
H 2.45476 -0.25462 0.88493 0.47
H 2.89438 1.23384 1.00534 0.46
O 3.06891 0.36074 1.48282 -0.93
```

=====

Arrangement x

Computed, not measured: 3 unconnected molecules or ions with the total composition C5H16O3, with wB97M-V/def2-TZVPD.

The orbital gap is 10.795 eV. As for the structure (SMILES): CCCCCO.O.O. The LUMO energy is 0.65 eV. The spin multiplicity is 1. Its HOMO energy is -0.3727 Eh.

Geometry as XYZ:
```
24
Properties=species:S:1:pos:R:3:nbo_charge:R:1
C 1.53251 0.48091 -1.07839 -0.06
O 1.29526 -0.33897 -2.21675 -0.76
C 2.07761 -0.26132 0.13332 -0.45
C 1.28127 -1.43836 0.61381 -0.42
C 0.72676 -1.21720 2.06028 -0.39
C -0.61146 -0.51913 2.09304 -0.63
H 2.25695 1.20755 -1.48144 0.17
H 0.57403 1.07486 -1.04513 0.18
H 1.70594 -1.21952 -2.16309 0.47
H 3.12072 -0.53637 -0.15410 0.21
H 2.22083 0.59354 0.81632 0.22
H 0.35569 -1.60719 0.03182 0.21
H 1.88734 -2.32476 0.71737 0.21
H 0.68509 -2.22662 2.53987 0.20
H 1.43956 -0.69665 2.70811 0.20
H -1.28772 -0.83046 2.90273 0.22
H -1.16405 -0.52013 1.14891 0.20
H -0.53804 0.55589 2.32281 0.21
H -2.67731 1.32499 0.12438 0.50
H -4.26371 1.21229 -0.02407 0.47
O -3.53279 1.56382 0.49407 -0.97
H -2.27133 1.20170 -2.35184 0.48
H -1.00763 0.53498 -1.89632 0.49
O -1.61567 1.24779 -1.64453 -0.95
```

=====

Which structure loses on stability? arrangement w does.

=====

Arrangement w

Computed, not measured: 2 unconnected molecules or ions with the total composition C4HF3, with wB97M-V/def2-TZVPD.

The orbital gap is 8.384 eV. The LUMO energy is -2.41 eV. The spin multiplicity is 1. Its HOMO energy is -0.3965 Eh.

Geometry as XYZ:
```
8
Properties=species:S:1:pos:R:3:nbo_charge:R:1
C 0.97682 -2.61707 -0.69450 0.23
C 0.89350 -1.48480 -0.11449 -0.45
C 0.13453 -0.48482 0.30010 -0.01
C -0.24975 0.86523 -0.19361 0.90
F -1.41530 1.23564 0.33444 -0.31
F 0.70589 1.74258 0.20332 -0.32
F -0.37671 1.11827 -1.44514 -0.29
H -0.66898 -0.37502 1.60988 0.24
```

=====

Arrangement x

Computed, not measured: 2 unconnected molecules or ions with the total composition C4HF3, with wB97M-V/def2-TZVPD.

The orbital gap is 8.467 eV. The LUMO energy is -2.49 eV. The spin multiplicity is 1. Its HOMO energy is -0.4025 Eh.

Geometry as XYZ:
```
8
Properties=species:S:1:pos:R:3:nbo_charge:R:1
C 2.61808 0.72402 -0.18434 0.24
C 1.38266 0.86564 -0.28900 -0.45
C 0.19182 0.55968 0.15441 0.02
C -0.64403 -0.56555 -0.14260 0.87
F -0.60845 -1.41829 0.86080 -0.30
F -1.93802 -0.32131 -0.27587 -0.30
F -0.22522 -1.28419 -1.22426 -0.31
H -0.77685 1.43999 1.10086 0.22
```

=====

Which structure loses on stability? arrangement x does.

=====

Arrangement w

Computed, not measured: 2 unconnected molecules or ions with the total composition C3H11N5, with wB97M-V/def2-TZVPD.

The orbital gap (spin up / spin down) is 3.861 / 5.808 eV. The LUMO energy (spin up / spin down) is -11.76 / -11.16 eV. The spin multiplicity is 1. Its HOMO energy (spin up / spin down) is -0.5742 / -0.6235 Eh. As for the charge: +2.

Geometry as XYZ:
```
19
Properties=species:S:1:pos:R:3:nbo_charge:R:1
C 0.54672 0.28822 0.15396 0.31
C 0.92612 1.54092 -0.54939 -0.68
C 2.71960 -0.51011 1.00670 -0.47
N -0.74424 0.17114 0.10564 0.03
N 1.29072 -0.57359 0.83605 0.04
N -4.67246 0.34692 0.04268 -1.00
N 0.93905 -1.66193 1.48236 -0.50
N -1.85287 0.29832 0.09532 0.44
H 1.60015 2.14859 -0.00121 0.29
H 0.02307 2.19035 -0.69914 0.29
H 1.53634 1.29845 -1.51456 0.31
H 3.19087 0.48420 0.78342 0.29
H 2.87527 -0.87748 2.07184 0.28
H 3.15751 -1.27307 0.31035 0.28
H -4.69956 1.31729 -0.25813 0.39
H -4.98916 -0.03631 0.92289 0.41
H 1.61631 -2.42673 1.65157 0.46
H 0.00562 -1.79895 1.72472 0.42
H -5.16343 -0.04699 -0.82174 0.40
```

=====

Arrangement x

Computed, not measured: a gas-phase ion, C3H11N5 (charge +2), with wB97M-V/def2-TZVPD.

The orbital gap is 10.741 eV. As for the structure (SMILES): NC1=[N+]([NH3+])CCN1N. The LUMO energy is -8.14 eV. The spin multiplicity is 1. Its HOMO energy is -0.6937 Eh. As for the charge: +2.

Geometry as XYZ:
```
19
Properties=species:S:1:pos:R:3:nbo_charge:R:1
C 0.23317 0.53809 0.14216 0.68
C -0.57453 -0.70065 -1.45788 -0.26
C -1.11728 -1.19718 -0.09563 -0.25
N 1.23684 1.51385 0.81701 -0.82
N 0.29574 0.39679 -1.10748 -0.17
N -0.64330 -0.16562 0.80137 -0.22
N 1.11484 1.16979 -1.86226 -0.63
N -0.28125 -0.59368 2.16279 -0.53
H -0.08032 -1.54361 -2.04940 0.28
H -1.51121 -0.32834 -1.98746 0.26
H -2.20748 -1.21831 -0.07263 0.26
H -0.77020 -2.15471 0.16826 0.23
H 1.03696 1.97824 1.73138 0.43
H 0.50431 1.82561 -2.45229 0.42
H 1.66991 2.05274 0.07901 0.46
H 1.76153 0.62046 -2.40390 0.42
H 0.54159 -0.06609 2.47624 0.47
H -0.12026 -1.62679 2.14071 0.46
H -1.08907 -0.50059 2.96999 0.51
```

=====

Arrangement y

Computed, not measured: 2 unconnected molecules or ions with the total composition C3H11N5, with wB97M-V/def2-TZVPD.

The orbital gap (spin up / spin down) is 8.268 / 8.269 eV. The LUMO energy (spin up / spin down) is -10.56 / -10.56 eV. The spin multiplicity is 1. Its HOMO energy (spin up / spin down) is -0.6919 / -0.6920 Eh. As for the charge: +2.

Geometry as XYZ:
```
19
Properties=species:S:1:pos:R:3:nbo_charge:R:1
C -0.75759 -0.98114 -0.17123 0.22
C 1.58420 -1.46872 0.11401 -0.51
C 2.56126 1.36188 -0.09787 -0.56
N -1.64329 0.01317 -0.35012 -0.12
N 0.46648 -0.63837 -0.16306 -0.17
N -3.78991 0.72554 -0.03434 -0.49
N 1.22567 1.36939 0.12310 -0.12
N -2.81254 -0.19477 0.07598 0.07
H -0.99030 -1.95047 0.15293 0.22
H 1.89039 -1.58902 1.19493 0.29
H 1.42817 -2.45550 -0.44659 0.27
H 2.55221 -1.03533 -0.28322 0.26
H 2.99991 0.78762 0.75938 0.27
H 2.89465 0.98155 -1.02045 0.25
H 3.14503 2.22557 0.14326 0.39
H -3.49115 1.74211 -0.19817 0.46
H -4.73039 0.55263 0.47076 0.47
H 0.68585 1.67063 -0.62283 0.36
H -3.21868 -1.11675 0.35351 0.45
```

=====

Which structure loses on stability? arrangement y does.